(1)
34
Properties=species:S:1:pos:R:3:nbo_charge:R:1 method="wB97M-V/def2-TZVPD" lumo_ev=-0.686 orbital_gap_ev=9.439 e_tot_ev=-31841.9049 e_above_lowest_kcal_mol=24.02
Xe -0.039 -0.345 -0.263 0.005
O 3.723 -1.024 0.293 -0.955
H 3.690 -1.952 0.063 0.469
H 2.971 -0.892 0.870 0.499
O 0.508 3.277 1.166 -0.942
H -0.201 3.902 1.319 0.477
H 0.306 2.540 1.743 0.477
O -0.219 1.946 -3.004 -0.985
H 0.274 2.693 -2.664 0.493
H 0.432 1.422 -3.471 0.458
O -1.742 -3.285 -1.453 -0.941
H -2.273 -3.978 -1.061 0.473
H -0.846 -3.490 -1.186 0.471
O 0.726 3.823 -1.613 -0.956
H 0.374 4.704 -1.482 0.478
H 0.721 3.431 -0.740 0.504
O -3.283 0.574 -0.010 -0.944
H -3.893 -0.163 -0.056 0.468
H -3.053 0.637 0.918 0.473
O -2.213 0.369 2.842 -0.942
H -1.304 0.605 3.029 0.480
H -2.632 0.329 3.702 0.487
O -1.384 -0.875 -3.291 -0.957
H -1.046 0.008 -3.138 0.478
H -1.475 -1.251 -2.415 0.471
O -1.207 -2.249 3.010 -0.960
H -1.576 -1.369 2.942 0.482
H -0.959 -2.335 3.931 0.468
O 3.986 -0.527 -2.440 -0.964
H 3.779 0.394 -2.599 0.461
H 3.739 -0.674 -1.527 0.484
O 1.590 -1.760 2.144 -0.979
H 1.884 -2.670 2.151 0.473
H 0.645 -1.812 2.288 0.496


(2)
34
Properties=species:S:1:pos:R:3:nbo_charge:R:1 method="wB97M-V/def2-TZVPD" lumo_ev=-2.525 orbital_gap_ev=11.342 e_tot_ev=-22889.5780 e_above_lowest_kcal_mol=66.32 total_charge=+1
O 2.600 3.150 -0.868 -0.983
H 2.746 3.587 -0.028 0.495
H 3.312 3.156 -1.504 0.501
O 1.306 1.154 0.715 -0.962
H 2.077 1.691 0.489 0.478
H 0.701 1.216 -0.028 0.484
O -1.890 -0.035 1.433 -0.960
H 0.602 0.514 -2.719 0.517
H -1.794 0.503 2.225 0.495
O 0.067 0.179 3.447 -0.951
H 0.837 0.686 3.159 0.486
H -0.230 0.681 4.216 0.468
O 2.290 0.234 -1.953 -0.977
H 3.002 -0.292 -1.570 0.491
H 2.122 0.866 -1.235 0.486
O -1.898 -0.843 -1.193 -0.850
H -1.170 -0.123 -1.239 0.549
H -2.759 -0.407 1.633 0.465
O -0.428 -2.999 3.141 -0.964
H -1.662 -1.277 -2.045 0.525
O -0.962 2.811 -0.022 -0.964
H -1.264 3.078 -0.892 0.485
H -1.504 3.176 0.667 0.482
O -0.220 -2.041 -2.946 -0.979
H 0.553 -2.087 -3.510 0.507
H -0.819 -2.768 -3.126 0.489
O -0.351 0.562 -2.508 -0.972
H -1.374 -2.558 1.277 0.531
H -0.746 0.302 -3.348 0.488
O -0.915 -2.311 0.473 -0.872
H -1.439 -1.407 -0.309 0.520
H -0.207 -1.782 0.879 0.523
H -0.981 -3.177 3.909 0.483
H 0.397 -3.434 3.380 0.486


(3)
35
Properties=species:S:1:pos:R:3:nbo_charge:R:1 method="wB97M-V/def2-TZVPD" lumo_ev=2.593 orbital_gap_ev=8.106 e_tot_ev=-24941.0935 e_above_lowest_kcal_mol=159.46 total_charge=-1
O -1.040 -2.152 2.601 -0.954
H -0.676 -3.072 2.493 0.473
H -1.901 -2.017 -1.624 0.459
O 0.059 -0.607 -1.982 -1.033
H -0.177 0.241 -1.438 0.463
H 0.674 -0.926 -1.227 0.531
O -3.654 0.859 2.880 -0.959
H -3.675 1.849 3.115 0.469
O -2.430 -2.357 -1.111 -0.926
H 2.386 0.658 0.012 0.500
H -3.129 -2.851 -1.555 0.466
O -2.290 1.817 -2.351 -0.922
H -1.949 2.421 -1.933 0.448
H -4.449 -0.265 0.258 0.471
O 1.184 0.429 2.921 -0.985
H 1.160 -0.332 2.299 0.513
H -2.704 0.702 2.607 0.490
O 2.929 1.644 0.148 -1.139
H 3.581 1.791 0.860 0.461
H 1.419 0.263 3.858 0.470
O 2.622 -0.206 -2.794 -0.983
H 2.702 -1.180 -3.107 0.462
H 1.624 0.151 -3.035 0.515
O 2.421 2.889 -2.174 -0.973
H 2.379 2.324 -1.476 0.503
H 2.458 3.795 -1.936 0.455
O 2.141 -0.553 -0.374 -1.135
H -1.465 -2.011 1.652 0.482
H 2.850 -0.528 -0.935 0.476
O 3.038 -2.107 1.640 -1.074
H 3.214 -1.697 2.569 0.449
H 2.733 -1.385 0.853 0.524
O -5.103 0.354 0.062 -0.942
H -1.867 1.058 -2.513 0.475
H -5.066 1.002 0.734 0.471


(4)
35
Properties=species:S:1:pos:R:3:nbo_charge:R:1 method="wB97M-V/def2-TZVPD" lumo_ev="-0.050 / -4.533" orbital_gap_ev="11.148 / 6.663" e_tot_ev=-24939.1862 e_above_lowest_kcal_mol=24.00 multiplicity=2
O -0.268 2.151 0.135 -0.968
H -0.466 1.311 0.543 0.469
H -2.415 3.450 -1.432 0.467
O -0.886 2.071 3.068 -0.933
H -0.951 1.331 2.469 0.455
H -1.031 2.864 2.548 0.479
O 3.484 -0.492 0.431 -0.999
H 3.648 0.277 -0.127 0.486
O -1.644 4.021 -1.567 -0.936
H 1.962 1.887 -0.507 0.494
H -1.608 4.000 -2.532 0.476
O 0.956 -0.296 0.605 -0.936
H 0.374 -1.980 -1.436 0.444
H -0.305 -2.761 -0.417 0.454
O -0.634 -1.743 -1.735 -0.979
H -1.113 -2.477 -2.125 0.475
H 2.539 -0.369 0.709 0.478
O 2.722 2.317 -0.117 -0.983
H 2.549 3.196 0.209 0.490
H 0.991 -0.952 -0.105 0.456
O 1.172 -1.418 3.453 -0.975
H 1.165 -1.673 4.372 0.490
H 1.829 -0.752 3.241 0.488
O -2.752 -1.543 -3.257 -0.923
H -2.605 -0.721 -2.775 0.483
H -1.881 -1.968 -3.257 0.443
O 1.670 -2.610 -1.120 -0.394
H -1.067 2.565 -0.210 0.488
H -2.977 0.189 0.549 0.466
O -2.749 0.278 -0.392 -0.944
H 2.263 -1.821 -1.094 0.470
H -2.049 -0.397 -0.299 0.479
O -0.584 -3.133 0.480 -0.940
H 0.596 -0.947 1.256 0.517
H 0.065 -3.855 0.435 0.463


(5)
37
Properties=species:S:1:pos:R:3:nbo_charge:R:1 method="wB97M-V/def2-TZVPD" lumo_ev=-0.653 orbital_gap_ev=9.351 e_tot_ev=-25038.1375 e_above_lowest_kcal_mol=46.71
He -0.172 -0.665 -0.075 0.001
O -4.819 -1.200 0.404 -0.930
H -4.624 -1.658 1.222 0.441
H -4.039 -1.331 -0.135 0.481
O 3.046 1.385 1.683 -0.935
H 2.350 0.752 1.509 0.480
H 3.781 1.088 1.146 0.451
O -2.070 0.063 3.909 -0.959
H -2.132 -0.418 3.083 0.469
H -1.130 0.178 4.049 0.460
O -2.065 -1.621 1.878 -0.935
H -2.821 -1.968 2.352 0.486
H -1.309 -2.025 2.304 0.478
O 0.626 -0.784 -2.683 -0.944
H -0.080 -1.428 -2.622 0.459
H 1.382 -1.220 -2.290 0.488
O -2.500 1.382 -0.197 -0.964
H -2.486 2.135 -0.788 0.469
H -2.329 0.630 -0.763 0.481
O 3.034 1.692 -1.716 -0.973
H 2.221 1.863 -1.242 0.488
H 3.694 2.211 -1.256 0.465
O 2.700 -1.071 -0.545 -0.953
H 3.201 -1.863 -0.350 0.477
H 3.354 -0.372 -0.564 0.504
O -2.350 -1.128 -1.112 -0.949
H -2.151 -1.673 -1.874 0.477
H -1.891 -1.553 -0.387 0.494
O 0.803 2.040 -3.460 -0.960
H 1.052 2.499 -2.658 0.472
H 0.926 1.114 -3.254 0.479
O 1.859 -1.109 2.015 -0.965
H 2.171 -1.240 1.120 0.479
H 1.287 -1.859 2.182 0.461
O 0.560 2.447 -0.675 -0.955
H 0.217 1.654 -0.264 0.494
H 0.706 3.051 0.053 0.488


(6)
37
Properties=species:S:1:pos:R:3:nbo_charge:R:1 method="wB97M-V/def2-TZVPD" lumo_ev=-0.142 orbital_gap_ev=10.464 e_tot_ev=-99890.0178 e_above_lowest_kcal_mol=18.20
Kr 0.131 0.451 -0.585 0.001
O 0.391 -2.465 -3.658 -0.931
H 0.293 -2.230 -4.580 0.471
H 1.196 -2.027 -3.382 0.462
O -2.717 0.507 1.280 -0.961
H -3.459 0.838 1.786 0.483
H -2.610 1.138 0.569 0.510
O 1.681 -1.007 2.661 -0.975
H 1.578 -0.068 2.503 0.496
H 1.036 -1.209 3.339 0.471
O -2.691 -0.026 -2.098 -0.977
H -2.154 -0.650 -1.610 0.506
H -2.063 0.482 -2.611 0.453
O -2.644 2.808 -0.938 -0.960
H -2.718 2.035 -1.497 0.489
H -3.549 3.043 -0.733 0.470
O 3.851 1.935 -1.318 -0.942
H 4.445 1.746 -2.044 0.481
H 3.059 2.273 -1.738 0.475
O -1.036 2.521 2.362 -0.969
H -1.606 3.272 2.530 0.477
H -1.626 1.838 2.044 0.483
O -1.307 -2.229 -1.058 -0.979
H -0.411 -2.098 -1.368 0.485
H -1.234 -2.232 -0.104 0.499
O 3.864 -0.710 -0.503 -0.955
H 3.336 -1.121 -1.188 0.453
H 3.617 0.214 -0.530 0.488
O 1.386 -2.649 0.193 -0.978
H 2.211 -3.046 -0.088 0.465
H 1.641 -2.017 0.864 0.506
O -1.840 -1.974 1.667 -0.961
H -2.617 -2.506 1.498 0.469
H -2.161 -1.072 1.667 0.490
O 1.689 1.765 2.429 -0.972
H 0.795 2.064 2.266 0.499
H 2.242 2.403 1.977 0.478


(7)
35
Properties=species:S:1:pos:R:3:nbo_charge:R:1 method="wB97M-V/def2-TZVPD" lumo_ev=-3.366 orbital_gap_ev=9.980 e_tot_ev=-22348.2496 e_above_lowest_kcal_mol=58.73 total_charge=+1
N 0.303 0.768 -0.327 -0.863
H 1.049 1.448 -0.288 0.468
H 0.405 0.378 0.599 0.468
H 0.697 0.093 -0.967 0.453
H -0.583 1.055 -0.716 0.470
O -3.791 -1.078 0.890 -0.956
H -3.568 -2.005 0.975 0.475
H -4.356 -0.897 1.640 0.481
O 3.103 1.433 -3.320 -0.956
H 3.955 1.048 -3.116 0.476
H 3.283 2.055 -4.025 0.481
O 4.292 -1.635 1.120 -0.944
H 5.113 -1.876 0.689 0.475
H 3.623 -1.758 0.447 0.469
O 0.278 0.967 5.644 -0.933
H 0.599 0.369 4.969 0.470
H -0.486 1.386 5.249 0.463
O -2.371 4.106 -0.432 -0.949
H -3.217 3.766 -0.724 0.477
H -2.025 4.572 -1.193 0.473
O 0.210 -1.499 3.019 -0.961
H -0.727 -1.658 3.129 0.476
H 0.626 -2.318 3.289 0.487
O -2.142 -2.801 -3.317 -0.944
H -3.061 -2.798 -3.583 0.473
H -1.705 -2.237 -3.954 0.471
O 3.090 2.473 1.581 -0.966
H 3.813 1.893 1.819 0.484
H 3.472 3.351 1.593 0.483
O -4.956 0.450 -2.268 -0.941
H -4.976 -0.353 -2.789 0.467
H -4.698 0.161 -1.393 0.474
O 1.746 -2.599 -1.384 -0.966
H 2.056 -3.348 -1.893 0.491
H 0.948 -2.911 -0.958 0.476


(8)
40
Properties=species:S:1:pos:R:3:nbo_charge:R:1 method="wB97M-V/def2-TZVPD" lumo_ev=2.478 orbital_gap_ev=9.531 e_tot_ev=-32590.4258 e_above_lowest_kcal_mol=53.52 total_charge=-1
N 0.360 -0.206 0.227 0.729
O 0.360 0.696 1.100 -0.536
O -0.093 -1.316 0.523 -0.505
O 0.102 0.133 -0.969 -0.597
O -1.841 1.309 -3.102 -0.930
H -1.263 1.583 -3.778 0.465
H -1.855 0.385 -3.107 0.467
O -0.533 2.899 -0.372 -0.976
H -1.333 3.185 -0.034 0.457
H -0.431 1.927 -0.254 0.497
O 0.301 2.539 3.439 -0.930
H 0.654 2.169 2.687 0.483
H -0.624 2.730 3.153 0.446
O -2.092 -0.079 2.516 -0.949
H -1.750 0.317 1.707 0.487
H -2.614 0.659 2.881 0.466
O 0.713 -0.904 -3.399 -0.984
H 0.567 -0.363 -2.645 0.493
H 1.136 -1.703 -3.089 0.474
O 0.076 -3.996 -0.739 -0.964
H 0.114 -4.228 -1.679 0.457
H 0.445 -3.096 -0.554 0.503
O 3.026 -1.106 -0.797 -0.992
H 2.842 -0.246 -1.150 0.501
H 3.939 -1.372 -0.756 0.473
O -2.754 -0.088 -0.422 -0.959
H -1.868 -0.269 -0.734 0.483
H -3.333 -0.216 -1.159 0.469
O -2.182 -2.706 1.591 -0.955
H -2.330 -2.023 2.223 0.468
H -1.711 -2.043 1.021 0.474
O 2.381 2.443 1.193 -0.972
H 2.075 3.257 0.839 0.468
H 1.778 1.746 0.946 0.482
O 0.395 -2.178 3.376 -0.959
H 0.135 -1.722 2.566 0.491
H -0.408 -2.240 3.904 0.459
O 2.653 1.395 -2.016 -0.929
H 1.833 1.651 -2.350 0.481
H 3.129 1.075 -2.787 0.468


(9)
36
Properties=species:S:1:pos:R:3:nbo_charge:R:1 method="wB97M-V/def2-TZVPD" lumo_ev=-0.549 orbital_gap_ev=8.932 e_tot_ev=-24959.0344 e_above_lowest_kcal_mol=61.34
O 0.564 1.031 2.490 -0.972
H 0.281 1.764 3.039 0.488
H 1.443 0.729 2.748 0.515
O 0.914 -1.676 2.167 -0.975
H 0.773 -1.163 1.391 0.478
H 0.114 -2.052 2.479 0.479
O 1.396 -1.618 -2.840 -0.960
H 1.975 -1.521 -2.074 0.503
H 1.919 -1.997 -3.546 0.499
O -1.106 -0.408 4.286 -0.944
H -0.271 -0.240 3.889 0.486
H -1.462 0.453 4.482 0.463
O 1.708 1.473 -1.412 -0.949
H 1.793 2.371 -1.769 0.497
H 2.000 0.956 -2.145 0.492
O -1.463 2.156 -1.225 -0.929
H -1.052 1.363 -0.968 0.476
H -1.017 2.855 -0.773 0.448
O -2.945 0.332 2.122 -0.944
H -2.634 1.209 2.118 0.449
H -2.327 -0.179 2.697 0.483
O -2.650 -1.300 -1.579 -0.960
H -2.733 -2.199 -2.012 0.456
H -1.904 -0.867 -1.975 0.477
O -0.028 -0.120 0.142 -1.001
H 0.526 0.335 -0.516 0.488
H 0.072 0.339 0.982 0.508
O -0.846 -0.375 -3.268 -0.975
H 0.029 -0.814 -3.131 0.486
H -1.261 -0.806 -4.019 0.477
O 3.222 2.096 0.718 -0.955
H 2.672 2.004 -0.089 0.474
H 3.042 3.025 0.917 0.455
O -0.307 -2.732 -0.914 -0.953
H -0.124 -2.607 -1.825 0.453
H -0.322 -1.826 -0.593 0.485


(10)
36
Properties=species:S:1:pos:R:3:nbo_charge:R:1 method="wB97M-V/def2-TZVPD" lumo_ev=-0.309 orbital_gap_ev=9.764 e_tot_ev=-24960.1004 e_above_lowest_kcal_mol=36.76
O 4.869 4.005 -6.134 -1.001
H 4.652 3.519 -6.923 0.483
H 5.640 4.531 -6.413 0.463
O 9.447 2.600 -5.155 -0.960
H 8.790 3.315 -4.991 0.484
H 9.686 2.297 -4.289 0.483
O 10.452 4.217 -8.336 -0.945
H 11.316 4.075 -8.040 0.489
H 10.262 5.074 -8.005 0.483
O 7.607 5.982 -9.555 -0.993
H 7.248 5.809 -8.668 0.480
H 6.986 6.605 -9.930 0.469
O 9.492 -0.059 -6.434 -0.986
H 9.498 0.770 -6.042 0.474
H 9.354 0.008 -7.374 0.498
O 6.754 0.804 -6.138 -0.973
H 5.994 0.564 -5.604 0.477
H 7.205 -0.081 -6.194 0.494
O 8.132 2.626 -10.881 -0.954
H 7.188 2.809 -10.799 0.463
H 8.514 3.486 -10.953 0.490
O 10.171 4.918 -11.134 -0.937
H 10.643 4.086 -11.242 0.462
H 10.070 4.930 -10.205 0.477
O 8.235 0.597 -8.817 -0.969
H 8.220 1.527 -9.025 0.494
H 7.305 0.357 -8.741 0.478
O 5.133 2.645 -8.412 -0.942
H 5.314 3.037 -9.237 0.462
H 6.067 2.486 -8.142 0.491
O 7.971 3.222 -7.656 -1.010
H 8.874 3.344 -8.002 0.514
H 8.033 2.529 -7.005 0.516
O 6.714 5.470 -7.187 -0.951
H 7.006 6.137 -6.573 0.487
H 7.312 4.719 -7.153 0.508


(11)
36
Properties=species:S:1:pos:R:3:nbo_charge:R:1 method="wB97M-V/def2-TZVPD" lumo_ev=-0.184 orbital_gap_ev=9.935 e_tot_ev=-24960.2315 e_above_lowest_kcal_mol=33.74
O -0.100 -2.429 -2.250 -0.941
H 0.080 -2.035 -3.103 0.465
H -0.238 -1.684 -1.665 0.474
O -0.223 0.424 -0.313 -1.004
H -1.056 0.301 0.142 0.505
H 0.349 0.828 0.339 0.493
O 3.092 -1.146 -0.577 -0.964
H 2.812 -0.254 -0.785 0.491
H 2.477 -1.441 0.094 0.456
O -0.103 0.788 4.057 -0.950
H 0.081 -0.057 4.468 0.472
H 0.060 0.642 3.125 0.478
O 2.133 0.449 1.542 -0.971
H 2.646 1.217 1.289 0.486
H 2.779 -0.251 1.636 0.484
O -2.327 0.092 1.383 -0.972
H -2.741 0.749 1.943 0.484
H -2.943 -0.640 1.376 0.503
O 1.775 3.111 0.777 -0.963
H 1.085 3.724 1.028 0.489
H 2.588 3.598 0.907 0.485
O -0.671 -2.862 1.446 -0.956
H -0.513 -1.972 1.131 0.463
H -1.515 -3.105 1.066 0.488
O -2.877 -0.671 -1.998 -0.952
H -2.763 -0.287 -2.867 0.497
H -3.602 -0.180 -1.611 0.475
O 0.575 1.310 -2.851 -0.968
H 0.301 0.969 -2.000 0.498
H 0.523 2.261 -2.757 0.452
O 2.914 1.470 -1.195 -0.962
H 3.129 1.770 -2.078 0.486
H 2.263 2.098 -0.880 0.487
O -3.100 -2.371 0.023 -0.985
H -2.850 -1.893 -0.767 0.504
H -4.040 -2.523 -0.076 0.472


(12)
36
Properties=species:S:1:pos:R:3:nbo_charge:R:1 method="wB97M-V/def2-TZVPD" lumo_ev=-0.043 orbital_gap_ev=10.514 e_tot_ev=-24960.5807 e_above_lowest_kcal_mol=25.68
O -1.207 1.076 2.300 -0.975
H -0.881 0.693 1.458 0.487
H -0.631 0.708 2.978 0.467
O 2.356 -0.859 2.604 -0.960
H 3.204 -1.196 2.303 0.460
H 2.137 -0.164 1.961 0.492
O -0.524 -1.260 -3.803 -0.961
H -0.144 -0.399 -3.615 0.458
H -0.835 -1.581 -2.938 0.493
O 2.736 1.596 -2.051 -0.969
H 2.325 0.863 -2.518 0.462
H 2.951 1.238 -1.167 0.490
O 0.795 3.301 1.079 -0.978
H 1.005 4.215 0.862 0.465
H -0.083 3.168 0.659 0.511
O -3.870 -1.183 0.109 -0.978
H -4.511 -1.273 0.825 0.497
H -4.007 -0.287 -0.231 0.501
O 2.936 1.227 0.737 -0.980
H 2.599 2.146 0.742 0.517
H 3.828 1.283 1.102 0.480
O 2.089 -1.793 -0.323 -0.956
H 2.881 -2.242 -0.639 0.476
H 1.498 -2.500 -0.043 0.482
O -0.499 0.141 -0.289 -0.993
H 0.448 -0.048 -0.206 0.505
H -0.935 -0.721 -0.179 0.504
O -1.727 -2.470 1.781 -0.956
H -2.518 -2.200 1.295 0.475
H -1.945 -2.339 2.711 0.476
O -1.286 2.882 -1.002 -0.969
H -0.968 3.338 -1.790 0.474
H -1.076 1.944 -1.153 0.499
O -1.765 -2.265 -1.403 -0.982
H -2.579 -1.858 -1.050 0.499
H -1.798 -3.183 -1.108 0.487